No. 1
# C45H31Cl2F10IN5O2PSY

A molecular structure, C45H31Cl2F10IN5O2PSY at a distorted geometry (ωB97M-V/def2-TZVPD, OMol25).

2S+1: 1
Net charge: -1
Highest occupied orbital energy, eV: -4.72
Strongest force on any atom, eV/Å: 1.10
Kohn-Sham gap, hartree: 0.235
Relative energy (zero: lowest compared OMol25 entry of this formula, charge and spin), kJ/mol: 75.1

Element x y z (Å)
Y1 -0.54 -0.74 0.60
C1 -4.31 -0.18 0.27
N1 -3.18 -0.80 -0.43
C2 -3.05 -0.15 -1.73
C3 -1.95 -0.71 -2.62
N2 -0.79 -1.14 -1.85
C4 0.23 -1.64 -2.56
C5 0.43 -1.71 -3.97
F1 -0.53 -1.32 -4.84
C6 1.60 -2.15 -4.54
F2 1.72 -2.13 -5.88
C7 2.67 -2.59 -3.78
F3 3.82 -2.97 -4.36
C8 2.50 -2.66 -2.41
F4 3.46 -3.17 -1.65
C9 1.31 -2.24 -1.86
F5 1.11 -2.47 -0.54
C10 -3.44 -2.25 -0.58
C11 -3.06 -3.00 0.68
N3 -1.64 -2.87 0.95
C12 -0.92 -3.97 1.25
C13 0.33 -3.78 1.89
F6 0.66 -2.49 2.14
C14 1.19 -4.77 2.28
F7 2.34 -4.48 2.90
C15 0.85 -6.10 2.06
F8 1.67 -7.10 2.42
C16 -0.36 -6.36 1.45
F9 -0.71 -7.63 1.22
C17 -1.21 -5.35 1.05
F10 -2.33 -5.76 0.40
H1 -5.20 -0.16 -0.37
H2 -4.55 -0.73 1.17
H3 -4.05 0.84 0.55
H4 -4.00 -0.21 -2.29
H5 -2.85 0.91 -1.54
H6 -2.35 -1.55 -3.20
H7 -1.70 0.08 -3.33
H8 -4.49 -2.42 -0.84
H9 -2.81 -2.63 -1.39
H10 -3.62 -2.59 1.53
H11 -3.39 -4.03 0.56
O1 3.31 -1.58 1.18
C18 2.84 -0.59 0.66
O2 1.61 -0.16 0.79
C19 3.63 0.28 -0.28
C20 5.02 0.21 -0.29
C21 5.75 1.06 -1.09
C22 5.10 2.00 -1.88
C23 3.72 2.06 -1.89
C24 2.96 1.19 -1.10
P1 1.12 1.39 -0.98
C25 1.31 2.96 -0.01
C26 0.99 4.22 -0.52
C27 1.22 5.37 0.23
C28 1.78 5.28 1.50
C29 2.13 4.04 2.00
C30 1.90 2.89 1.26
C31 0.71 1.98 -2.69
C32 -0.43 2.74 -2.95
C33 -0.84 3.00 -4.24
C34 -0.14 2.48 -5.32
C35 0.97 1.68 -5.08
C36 1.38 1.43 -3.78
H12 5.50 -0.52 0.36
H13 6.83 1.01 -1.08
H14 5.67 2.68 -2.50
H15 3.22 2.79 -2.52
H16 0.60 4.32 -1.52
H17 0.96 6.34 -0.18
H18 1.95 6.18 2.08
H19 2.60 3.96 2.98
H20 2.18 1.94 1.67
H21 -1.01 3.13 -2.12
H22 -1.72 3.61 -4.41
H23 -0.47 2.67 -6.33
H24 1.49 1.23 -5.91
H25 2.25 0.80 -3.62
Cl1 -2.59 -0.52 2.84
C37 -1.97 -0.56 4.46
C38 -2.81 -0.97 5.48
C39 -2.34 -0.98 6.78
C40 -1.03 -0.59 7.04
C41 -0.20 -0.21 6.00
Cl2 1.42 0.25 6.37
C42 -0.63 -0.18 4.66
S1 0.41 0.26 3.35
H26 -3.82 -1.27 5.25
H27 -2.99 -1.28 7.59
H28 -0.65 -0.58 8.05
I1 -3.21 5.81 0.24
C43 -2.38 4.01 0.86
C44 -1.74 3.76 2.06
N4 -1.35 2.48 2.01
N5 -1.68 1.89 0.86
C45 -2.31 2.81 0.15
H29 -1.55 4.40 2.90
H30 -0.77 1.92 2.69
H31 -2.72 2.62 -0.83

---

No. 2
# C45H36BCsF9N3O4PS3

A molecular structure, C45H36BCsF9N3O4PS3 at a distorted geometry (ωB97M-V/def2-TZVPD, OMol25).

2S+1: 1
Net charge: -1
Highest occupied orbital energy, eV: -2.89
Strongest force on any atom, eV/Å: 2.47
Kohn-Sham gap, hartree: 0.157
Relative energy (zero: lowest compared OMol25 entry of this formula, charge and spin), kJ/mol: 0.0

Element x y z (Å)
Cs1 -0.37 2.30 0.84
C1 1.86 2.56 -4.35
C2 0.56 2.35 -5.12
S1 -0.90 2.36 -4.08
C3 -1.81 0.87 -4.52
C4 -1.04 -0.44 -4.48
S2 -0.26 -0.73 -2.89
C5 1.39 -1.25 -3.37
C6 2.30 -0.16 -3.92
S3 2.21 1.38 -3.02
H1 1.82 3.54 -3.85
H2 2.71 2.55 -5.05
H3 0.57 1.47 -5.79
H4 0.43 3.26 -5.74
H5 -2.16 1.02 -5.55
H6 -2.68 0.84 -3.84
H7 -0.31 -0.53 -5.31
H8 -1.78 -1.27 -4.58
H9 1.28 -2.05 -4.13
H10 1.82 -1.69 -2.46
H11 2.14 0.02 -5.01
H12 3.34 -0.50 -3.75
O1 -0.18 5.47 3.12
C7 0.18 5.21 1.97
N1 1.22 4.51 1.47
C8 2.43 4.53 2.09
O2 3.10 5.48 2.52
C9 3.10 3.16 2.14
C10 4.28 3.01 2.90
C11 4.82 1.76 3.06
C12 4.23 0.67 2.42
C13 3.12 0.92 1.62
N2 2.57 2.11 1.50
C14 -0.81 5.65 0.88
C15 -1.50 6.86 1.06
C16 -2.42 7.22 0.10
C17 -2.69 6.38 -0.99
C18 -1.98 5.19 -1.06
N3 -1.08 4.86 -0.16
H13 4.67 3.92 3.39
H14 5.74 1.62 3.65
H15 4.60 -0.35 2.60
H16 2.62 0.11 1.05
H17 -1.29 7.46 1.95
H18 -2.95 8.17 0.17
H19 -3.41 6.68 -1.76
H20 -2.12 4.51 -1.90
F1 2.51 -3.19 7.22
C19 3.31 -2.48 6.34
F2 4.51 -3.17 6.21
F3 3.57 -1.23 6.89
C20 2.66 -2.34 4.97
C21 2.04 -1.14 4.57
C22 1.39 -1.07 3.36
C23 1.49 -2.11 2.43
C24 1.98 -3.35 2.84
C25 2.58 -3.43 4.10
P1 0.85 -1.88 0.77
C26 1.99 -2.90 -0.17
C27 1.69 -4.20 -0.62
C28 2.58 -4.84 -1.47
C29 3.81 -4.26 -1.87
C30 4.16 -3.01 -1.30
C31 3.26 -2.36 -0.46
C32 4.71 -4.95 -2.85
F4 5.83 -4.17 -3.09
F5 4.04 -5.19 -4.05
F6 5.14 -6.17 -2.34
C33 -0.73 -2.75 0.75
C34 -1.49 -2.83 1.91
C35 -2.74 -3.43 1.87
C36 -3.25 -3.98 0.68
C37 -2.47 -3.86 -0.49
C38 -1.24 -3.24 -0.45
C39 -4.60 -4.66 0.71
F7 -4.64 -5.67 1.68
F8 -5.59 -3.73 0.99
F9 -4.87 -5.25 -0.51
H21 2.05 -0.26 5.24
H22 0.81 -0.17 3.14
H23 1.92 -4.22 2.18
H24 3.03 -4.39 4.39
H25 0.80 -4.72 -0.30
H26 2.33 -5.84 -1.82
H27 5.12 -2.53 -1.54
H28 3.53 -1.37 -0.07
H29 -1.10 -2.42 2.85
H30 -3.33 -3.48 2.80
H31 -2.85 -4.27 -1.44
H32 -0.65 -3.13 -1.38
O3 -3.93 1.90 1.16
B1 -3.27 1.36 0.04
O4 -4.20 1.01 -0.94
C40 -5.47 1.33 -0.44
C41 -6.75 1.19 -1.02
C42 -7.84 1.65 -0.26
C43 -7.68 2.22 1.02
C44 -6.41 2.37 1.60
C45 -5.31 1.92 0.86
H33 -6.91 0.74 -2.02
H34 -8.86 1.58 -0.66
H35 -8.57 2.53 1.56
H36 -6.29 2.83 2.58

---

No. 3
# C45H36N4O13W

A molecular structure, C45H36N4O13W (ωB97M-V/def2-TZVPD, OMol25).

2S+1: 1
Net charge: -2
Highest occupied orbital energy (alpha / beta), eV: -1.12 / -1.11
Strongest force on any atom, eV/Å: 0.51
Kohn-Sham gap (alpha / beta), hartree: 0.187 / 0.187

Element x y z (Å)
W1 -0.75 -0.42 0.21
O1 0.32 5.61 -1.14
C1 0.09 4.32 -0.77
C2 -1.06 3.93 -0.08
C3 -1.23 2.60 0.24
N1 -0.34 1.66 -0.10
C4 0.82 2.06 -0.66
C5 1.06 3.36 -1.03
C6 1.85 0.97 -0.66
O2 2.97 1.13 -1.13
O3 1.40 -0.07 -0.05
C7 -2.30 2.08 1.12
O4 -3.17 2.81 1.58
O5 -2.15 0.82 1.35
H1 -0.44 6.14 -0.88
H2 -1.81 4.64 0.24
H3 2.01 3.62 -1.47
C8 3.03 -4.37 4.41
C9 2.91 -3.81 3.00
C10 4.10 -4.18 2.13
O6 1.70 -4.28 2.43
C11 0.92 -3.19 1.93
C12 1.79 -1.96 2.19
O7 2.80 -2.41 3.09
C13 0.93 -0.82 2.81
O8 -0.26 -0.78 2.11
C14 1.64 0.54 2.79
C15 0.84 1.67 2.89
C16 1.39 2.94 2.80
C17 2.76 3.09 2.62
C18 3.57 1.96 2.54
C19 3.01 0.69 2.63
C20 0.59 -1.18 4.27
C21 -0.68 -1.67 4.57
C22 -0.99 -2.05 5.88
C23 -0.05 -1.92 6.89
C24 1.21 -1.42 6.59
C25 1.52 -1.05 5.29
C26 0.52 -3.38 0.44
O9 0.07 -2.20 -0.11
C27 1.74 -3.85 -0.37
C28 2.13 -5.19 -0.39
C29 3.26 -5.59 -1.09
C30 4.01 -4.66 -1.79
C31 3.62 -3.33 -1.80
C32 2.49 -2.93 -1.10
C33 -0.58 -4.44 0.30
C34 -0.90 -5.36 1.28
C35 -1.92 -6.29 1.07
C36 -2.61 -6.31 -0.13
C37 -2.28 -5.40 -1.12
C38 -1.28 -4.47 -0.91
H4 3.09 -5.46 4.37
H5 2.15 -4.07 4.99
H6 3.92 -3.97 4.89
H7 4.13 -5.26 1.98
H8 5.02 -3.85 2.61
H9 4.02 -3.70 1.15
H10 0.00 -3.13 2.50
H11 2.24 -1.59 1.27
H12 -0.23 1.54 3.00
H13 0.75 3.81 2.86
H14 3.20 4.07 2.53
H15 4.63 2.07 2.38
H16 3.64 -0.18 2.53
H17 -1.40 -1.74 3.78
H18 -1.98 -2.43 6.10
H19 -0.30 -2.21 7.90
H20 1.95 -1.31 7.37
H21 2.51 -0.66 5.06
H22 1.55 -5.92 0.16
H23 3.55 -6.64 -1.09
H24 4.89 -4.97 -2.34
H25 4.19 -2.59 -2.35
H26 2.16 -1.89 -1.12
H27 -0.37 -5.35 2.23
H28 -2.17 -6.99 1.86
H29 -3.40 -7.03 -0.28
H30 -2.83 -5.39 -2.05
H31 -1.04 -3.73 -1.66
C39 -4.72 0.40 0.21
C40 -3.86 0.43 -1.00
N2 -2.56 0.17 -1.14
C41 -2.28 0.29 -2.48
C42 -3.40 0.64 -3.17
N3 -4.38 0.73 -2.22
C43 -3.69 0.90 -4.59
O10 -2.68 0.76 -5.42
O11 -4.81 1.22 -4.94
C44 -0.93 -0.07 -2.93
O12 -0.64 0.02 -4.14
O13 -0.20 -0.49 -2.00
H32 -4.37 -0.36 0.90
H33 -5.74 0.18 -0.10
H34 -4.70 1.37 0.72
H35 -5.34 0.96 -2.43
H36 -1.81 0.46 -4.92
N4 -3.26 -2.44 1.07
C45 -2.39 -1.75 0.75

---

No. 4
# C45H37Br2N11RuS

A molecular structure, C45H37Br2N11RuS at a distorted geometry (ωB97M-V/def2-TZVPD, OMol25).

2S+1: 5
Net charge: +4
Highest occupied orbital energy (alpha / beta), eV: -16.59 / -16.61
Strongest force on any atom, eV/Å: 2.30
Expectation value of S²: 6.067
Kohn-Sham gap (alpha / beta), hartree: 0.260 / 0.135
Relative energy (zero: lowest compared OMol25 entry of this formula, charge and spin), kJ/mol: 0.0

Element x y z (Å)
Ru1 -0.59 -0.62 0.49
Br1 -0.83 -7.59 -0.05
C1 -0.77 -5.70 -0.11
C2 0.28 -5.04 -0.74
C3 0.29 -3.66 -0.74
N1 -0.67 -2.93 -0.17
C4 -1.71 -3.56 0.41
C5 -1.79 -4.94 0.46
C6 -2.75 -2.65 0.93
C7 -4.10 -2.98 0.98
C8 -5.02 -2.02 1.40
Br2 -6.88 -2.37 1.34
C9 -4.55 -0.78 1.82
C10 -3.19 -0.54 1.75
N2 -2.31 -1.43 1.29
H1 1.07 -5.60 -1.22
H2 1.07 -3.11 -1.24
H3 -2.62 -5.43 0.95
H4 -4.43 -3.96 0.67
H5 -5.22 -0.02 2.18
H6 -2.78 0.42 2.09
N3 4.14 -0.66 5.98
C11 5.46 -0.80 6.35
C12 6.15 -0.54 7.52
C13 7.53 -0.80 7.52
C14 8.20 -1.23 6.37
C15 7.53 -1.46 5.19
C16 6.14 -1.22 5.17
N4 5.26 -1.31 4.16
C17 4.06 -1.00 4.66
C18 2.89 -1.03 3.82
C19 1.62 -0.55 4.15
C20 0.61 -0.59 3.21
N5 0.77 -1.08 1.97
C21 1.97 -1.59 1.66
C22 3.03 -1.59 2.54
H7 3.39 -0.42 6.60
H8 5.67 -0.13 8.40
H9 8.08 -0.66 8.44
H10 9.27 -1.40 6.43
H11 8.02 -1.88 4.32
H12 1.41 -0.12 5.12
H13 -0.38 -0.22 3.46
H14 2.08 -2.03 0.68
H15 3.99 -2.00 2.25
N6 0.91 0.35 -0.49
S1 2.48 0.79 -0.17
C23 2.34 2.45 0.54
C24 3.09 2.71 1.67
C25 3.00 3.97 2.26
C26 2.15 4.92 1.72
C27 1.41 4.64 0.58
C28 1.49 3.40 -0.02
C29 3.07 1.09 -1.84
C30 3.89 2.16 -2.14
C31 4.34 2.31 -3.45
C32 3.97 1.40 -4.43
C33 3.16 0.31 -4.10
C34 2.72 0.15 -2.80
H16 0.65 0.69 -1.41
H17 3.77 1.96 2.06
H18 3.59 4.20 3.13
H19 2.07 5.89 2.19
H20 0.77 5.40 0.16
H21 0.93 3.18 -0.91
H22 4.18 2.88 -1.39
H23 4.99 3.14 -3.70
H24 4.29 1.53 -5.45
H25 2.89 -0.41 -4.85
H26 2.12 -0.71 -2.52
C35 -2.46 -1.42 -2.64
C36 -2.41 -0.04 -2.13
N7 -1.87 0.32 -0.97
C37 -2.11 1.66 -0.83
C38 -2.79 2.12 -1.92
N8 -2.97 1.03 -2.74
C39 -3.56 1.06 -4.06
N9 -5.00 0.96 -4.04
N10 -5.61 -0.05 -3.40
N11 -6.84 -0.04 -3.66
C40 -7.15 0.93 -4.55
C41 -8.33 1.28 -5.22
C42 -8.27 2.36 -6.09
C43 -7.09 3.07 -6.30
C44 -5.91 2.75 -5.63
C45 -5.94 1.63 -4.80
H27 -1.77 -2.04 -2.07
H28 -2.19 -1.47 -3.70
H29 -3.47 -1.82 -2.55
H30 -1.79 2.21 0.05
H31 -3.15 3.10 -2.15
H32 -3.16 0.21 -4.63
H33 -3.29 1.99 -4.56
H34 -9.23 0.69 -5.13
H35 -9.16 2.66 -6.64
H36 -7.09 3.89 -7.00
H37 -5.04 3.38 -5.73

---

Among the records above, which one has the highest 2S+1? C45H37Br2N11RuS

---

net charge of number 2 (C45H36BCsF9N3O4PS3)? -1

---

Look up the 2S+1 of the third one. 1